{"formula": "C3HCl2NO", "method": "the ωB97M-V functional and the def2-TZVPD basis", "lumo_ev": -1.26, "charge": 0, "homo_ev": -9.97, "e_tot_ev": -31704.0370, "species": ["C", "C", "C", "N", "O", "Cl", "Cl", "H"], "positions_angstrom": [[-0.449700, -1.683260, -0.023815], [-0.031749, -0.367514, -0.088099], [-0.670003, 0.799180, -0.038004], [-0.854881, -2.756055, 0.040573], [2.536639, 1.359994, 0.167705], [-2.352854, 0.994860, 0.060056], [1.922580, -0.069175, -0.067646], [-0.100029, 1.721967, -0.050772]], "forces_ev_per_angstrom": [[-0.22, -0.59, 0.02], [1.67, 2.98, 0.30], [0.28, -0.48, -0.08], [0.04, -0.30, -0.01], [-1.49, -0.81, -0.14], [-0.14, -0.14, -0.03], [-0.19, -0.64, -0.07], [0.04, -0.01, 0.02]]}


{"formula": "C22H20ClFN4O2", "method": "the ωB97M-V functional and the def2-TZVPD basis", "lumo_ev": 0.01, "charge": 0, "homo_ev": -8.36, "e_tot_ev": -48430.2302, "smiles": "CCOCc1nnc2c(Cl)c(-c3ccc(Oc4ccc(C)nc4C)c(F)c3)ccn12", "species": ["C", "C", "O", "C", "C", "N", "N", "C", "C", "Cl", "C", "C", "C", "C", "C", "O", "C", "C", "C", "C", "C", "N", "C", "C", "C", "F", "C", "C", "C", "N", "H", "H", "H", "H", "H", "H", "H", "H", "H", "H", "H", "H", "H", "H", "H", "H", "H", "H", "H", "H"], "positions_angstrom": [[-7.005019, 2.511448, 2.552835], [-6.228026, 2.082500, 3.835366], [-4.845562, 2.192000, 3.566087], [-4.043366, 1.913357, 4.750537], [-3.076555, 0.833401, 4.446999], [-3.002952, -0.386950, 5.037617], [-1.952813, -0.996061, 4.399605], [-1.465240, -0.171808, 3.493778], [-0.371041, -0.380581, 2.673810], [0.420496, -1.983457, 2.690414], [-0.028227, 0.676791, 1.847059], [0.987887, 0.386153, 0.882293], [0.659261, -0.303301, -0.320774], [1.604436, -0.565583, -1.236721], [2.892865, -0.148187, -1.167557], [3.872694, -0.414712, -2.001811], [3.618675, -1.068400, -3.175758], [3.025458, -0.423404, -4.286248], [2.870565, -1.025847, -5.507000], [3.291784, -2.371063, -5.526838], [3.075610, -3.025645, -6.888113], [3.742664, -3.072262, -4.437570], [4.066190, -2.380102, -3.366667], [4.798006, -2.979434, -2.286320], [3.264816, 0.696047, -0.040713], [4.482221, 1.218157, 0.051362], [2.206235, 1.016129, 0.884233], [-0.657202, 2.029624, 1.872455], [-1.681057, 2.233506, 2.800455], [-2.056996, 1.054156, 3.519109], [-6.824497, 1.790076, 1.726677], [-6.772410, 3.592994, 2.275910], [-8.064713, 2.303412, 2.822019], [-6.495812, 2.804965, 4.635103], [-6.569950, 1.044454, 4.140281], [-3.567621, 2.825798, 4.976034], [-4.613532, 1.591065, 5.584235], [-0.341502, -0.653293, -0.513366], [1.303019, -1.188489, -2.122218], [2.938714, 0.687431, -4.349686], [2.602864, -0.605718, -6.444432], [3.801187, -2.565127, -7.603717], [3.184797, -4.092483, -6.687968], [2.078285, -2.782626, -7.178294], [4.702963, -4.086202, -2.454599], [4.451513, -2.635898, -1.331244], [5.816836, -2.790895, -2.365430], [2.549548, 1.618101, 1.743618], [-0.460420, 2.875574, 1.236614], [-2.185077, 3.120388, 2.848539]], "forces_ev_per_angstrom": [[0.02, -0.48, 0.69], [-1.05, 0.40, -0.84], [0.22, -0.66, 0.96], [-0.31, -0.77, -1.76], [0.16, -0.25, 1.18], [0.84, 2.65, -2.64], [-0.47, -0.28, 0.09], [0.21, -0.90, 1.68], [0.99, 0.52, -1.60], [-0.70, 1.71, -0.13], [-0.58, 0.09, 0.75], [0.30, 0.43, -3.56], [-0.73, 0.49, 2.50], [-0.53, -1.90, -3.01], [1.21, 2.63, 3.58], [1.66, -0.18, -1.35], [-0.75, -0.05, -2.53], [0.79, 2.51, 0.37], [1.62, -2.55, 1.63], [-1.04, -0.21, 0.11], [1.33, -0.16, 1.50], [0.30, 0.83, -3.10], [-1.75, 2.00, 0.53], [-0.79, -3.11, 0.36], [-3.72, -1.05, -0.90], [-0.02, 0.00, 0.11], [3.79, -0.19, 0.38], [-1.91, -1.55, 2.75], [2.86, -4.71, -1.75], [-1.78, 1.08, 0.84], [0.32, 0.73, 0.35], [-0.54, -1.57, 0.27], [0.40, 0.82, -0.33], [0.05, -0.47, -0.14], [0.68, 0.96, -0.25], [0.81, 1.14, 0.54], [-0.82, -0.21, 0.73], [-0.19, -0.13, 0.28], [0.40, 0.74, 0.87], [-0.40, -0.84, 0.96], [-0.40, 0.80, -0.25], [-0.52, -0.83, 0.41], [0.17, -0.04, -0.83], [-0.67, -0.06, -0.52], [0.02, 0.85, 0.72], [-0.12, -0.17, 0.55], [1.99, 0.60, -0.10], [-0.46, -0.17, -0.42], [0.71, -0.31, -0.32], [-1.61, 1.81, 0.63]]}


{"formula": "C5H14N2O2", "method": "the ωB97M-V functional and the def2-TZVPD basis", "lumo_ev": 0.70, "charge": 0, "homo_ev": -8.92, "e_tot_ev": -12484.2654, "smiles": "[H]/N=C(\\C)N(C)O.CCO", "species": ["H", "N", "C", "C", "N", "C", "O", "H", "H", "H", "H", "H", "H", "H", "C", "C", "O", "H", "H", "H", "H", "H", "H"], "positions_angstrom": [[1.183962, 0.784994, -1.976359], [0.755496, 0.995797, -1.080344], [1.193071, 0.231992, -0.119503], [2.254052, -0.826222, -0.302865], [1.095304, 0.735192, 1.167382], [0.135204, 1.758535, 1.499908], [1.331719, -0.165213, 2.215903], [2.882146, -0.600310, -1.157648], [2.922990, -0.929329, 0.543826], [1.770753, -1.799890, -0.445105], [0.023469, 2.395161, 0.625087], [0.516035, 2.338037, 2.342885], [-0.839367, 1.329139, 1.770202], [0.559533, -0.752136, 2.305607], [-2.046687, 0.186818, -1.106879], [-1.703141, -1.007521, -0.280909], [-1.658119, -2.224791, -0.982655], [-0.975872, 0.623698, -1.451331], [-2.441603, 0.993061, -0.496175], [-2.754646, -0.031656, -1.900713], [-2.384663, -1.165119, 0.558339], [-0.608229, -0.798992, 0.094113], [-1.211407, -2.071244, -1.822768]], "forces_ev_per_angstrom": [[-0.09, -0.41, 0.09], [0.58, -0.59, 0.97], [1.95, 2.27, -1.05], [-0.42, -0.80, 0.11], [-0.56, -0.58, 0.17], [-0.07, 0.09, 0.14], [-0.05, -0.05, -0.08], [-0.23, 0.06, -0.30], [-0.18, 0.14, 0.27], [0.18, 0.04, -0.12], [-0.04, -0.02, 0.10], [-0.04, -0.09, -0.06], [0.05, 0.04, -0.07], [-0.01, 0.22, -0.16], [2.13, 1.21, -0.71], [1.75, 0.16, 0.91], [-0.12, -0.39, -0.43], [-2.84, -0.84, 0.07], [-0.20, 0.08, 0.18], [0.04, -0.04, -0.17], [0.21, -0.02, 0.02], [-2.00, -0.47, 0.09], [-0.04, -0.01, 0.03]]}


{"formula": "C16H33O5S2", "method": "the ωB97M-V functional and the def2-TZVPD basis", "lumo_ev": -3.67, "charge": 1, "homo_ev": -11.77, "e_tot_ev": -49027.5271, "species": ["C", "C", "O", "C", "C", "C", "C", "C", "S", "S", "C", "C", "C", "O", "O", "H", "H", "H", "H", "H", "H", "H", "H", "H", "H", "H", "H", "H", "H", "H", "H", "H", "H", "H", "H", "H", "C", "C", "O", "C", "H", "H", "H", "H", "H", "H", "C", "C", "O", "C", "H", "H", "H", "H", "H", "H"], "positions_angstrom": [[5.976648, -0.390496, -0.891170], [6.159561, 0.224767, -2.268832], [4.959044, 0.337286, -3.007442], [4.311413, 1.580939, -2.901085], [3.143939, 1.512222, -1.909749], [2.068961, 2.567508, -2.217396], [0.647648, 2.216356, -1.747301], [0.594342, 1.290315, -0.538964], [-1.133911, 0.653951, -0.440169], [-1.818929, 0.862189, 1.487853], [-1.011007, -1.123893, -0.856502], [-1.869922, -1.515888, -2.056111], [-1.809923, -0.472119, -3.151763], [-0.976480, -0.488759, -3.938127], [-2.808156, 0.463796, -3.165607], [6.941629, -0.405457, -0.394189], [5.596695, -1.402933, -0.936702], [5.320843, 0.222053, -0.280507], [6.686492, 1.171065, -2.158979], [6.812380, -0.429764, -2.834705], [4.982917, 2.396741, -2.640739], [3.877857, 1.794056, -3.874560], [2.729001, 0.517080, -2.014128], [3.488643, 1.666318, -0.890157], [2.023099, 2.651828, -3.297426], [2.413333, 3.531744, -1.860295], [0.061554, 1.855949, -2.583659], [0.168786, 3.144226, -1.447994], [0.812993, 1.831070, 0.369618], [1.218509, 0.411629, -0.615213], [-2.731440, 1.869301, 1.392261], [-1.198803, -1.723026, 0.025191], [0.025489, -1.290701, -1.118861], [-2.896448, -1.676637, -1.744099], [-1.481510, -2.422470, -2.492262], [-2.447425, 1.300782, -2.839970], [1.773707, -3.539258, 3.294947], [0.570421, -2.949597, 2.610858], [0.687155, -2.171575, 1.684212], [-0.784336, -3.366270, 3.125384], [2.679627, -3.158108, 2.828906], [1.775138, -3.262856, 4.350243], [1.759008, -4.626161, 3.203489], [-0.888264, -3.082868, 4.173449], [-0.904887, -4.445777, 3.027080], [-1.563633, -2.870528, 2.548048], [-6.111257, 0.169237, 2.014993], [-5.954298, 1.484041, 2.739103], [-5.097267, 2.283990, 2.425056], [-6.909878, 1.761735, 3.868907], [-5.364063, 0.096997, 1.226047], [-5.973069, -0.659303, 2.711371], [-7.103602, 0.106150, 1.567235], [-6.804236, 0.999560, 4.642390], [-7.935758, 1.764178, 3.498059], [-6.688331, 2.735381, 4.299962]], "forces_ev_per_angstrom": [[0.05, 0.41, -0.04], [0.26, -0.73, 0.35], [0.38, 0.43, 0.05], [-0.77, -0.23, 0.19], [-0.16, 0.58, -0.20], [0.49, -0.64, -0.30], [0.22, 0.74, 0.35], [-0.42, -0.18, -0.28], [-0.27, 0.74, -0.01], [0.25, -0.46, 0.58], [0.27, -0.31, -0.17], [-1.01, 0.53, 0.36], [-2.84, -0.29, 2.53], [3.82, 0.16, -3.32], [-0.38, 0.12, 0.82], [0.19, -0.10, 0.12], [-0.15, -0.18, -0.07], [-0.21, 0.03, 0.15], [-0.16, 0.34, -0.19], [0.12, -0.09, -0.28], [0.29, 0.03, -0.03], [0.08, 0.06, -0.28], [-0.03, -0.32, 0.02], [0.11, -0.31, 0.22], [-0.10, 0.18, -0.26], [-0.20, 0.20, 0.25], [0.01, -0.49, -0.20], [-0.27, 0.17, 0.00], [-0.06, -0.06, 0.39], [0.18, -0.13, 0.06], [0.12, -0.26, -0.67], [-0.10, 0.06, 0.25], [0.36, 0.23, 0.11], [-0.17, -0.02, -0.01], [0.21, -0.37, 0.10], [-0.19, 0.11, -0.42], [0.12, 0.19, -0.23], [0.08, -0.01, 0.02], [-0.19, 0.09, -0.07], [-0.04, 0.21, -0.25], [-0.02, 0.00, 0.00], [-0.06, -0.16, 0.04], [-0.06, -0.01, 0.16], [0.02, -0.16, 0.05], [0.03, -0.02, 0.17], [0.00, -0.01, 0.02], [0.25, 0.13, -0.12], [-0.03, 0.06, 0.02], [0.22, -0.15, -0.07], [0.17, 0.26, -0.02], [-0.02, 0.01, 0.00], [-0.18, -0.02, 0.01], [-0.04, -0.10, 0.12], [-0.15, -0.08, -0.06], [-0.02, -0.16, 0.07], [0.00, -0.01, -0.02]]}